Entry 1:
The following is a DFT calculation (ωB97M-V/def2-TZVPD) of a molecular structure, C55H64N2OOsP4S2 in a non-equilibrium geometry.

The HOMO energy (alpha / beta) is -18.2 / -18.2 eV. The max |F| comes out at 1.1 eV/A.

ORCA input file:
```
! wB97M-V def2-TZVPD RIJCOSX def2/J DEFGRID3
* xyz 4 1
Os -0.559 1.010 -0.374
O -1.224 4.448 -0.368
S -0.179 3.461 -0.147
C 0.487 3.735 1.489
C 0.920 5.026 1.776
C 1.343 5.317 3.062
C 1.286 4.343 4.057
C 0.828 3.070 3.765
C 0.448 2.747 2.461
P -0.178 1.118 2.046
C -1.448 0.885 3.319
C -1.314 -0.076 4.322
C -2.191 -0.074 5.400
C -3.211 0.862 5.475
C -3.353 1.822 4.476
C -2.470 1.836 3.412
C 1.066 -0.141 2.475
C 2.202 0.132 3.232
C 3.051 -0.897 3.619
C 2.770 -2.209 3.265
C 1.620 -2.492 2.539
C 0.783 -1.462 2.143
C 1.216 3.948 -1.124
C 1.290 5.263 -1.562
C 2.415 5.643 -2.279
C 3.435 4.727 -2.527
C 3.332 3.415 -2.087
C 2.181 3.006 -1.414
P 1.926 1.328 -0.828
C 2.314 0.223 -2.210
C 2.639 0.673 -3.489
C 3.045 -0.229 -4.466
C 3.144 -1.581 -4.169
C 2.801 -2.036 -2.899
C 2.367 -1.144 -1.929
C 3.360 1.131 0.278
C 4.380 0.211 0.023
C 5.543 0.239 0.782
C 5.697 1.164 1.802
C 4.693 2.094 2.048
C 3.537 2.082 1.290
H 0.915 5.798 1.018
H 1.693 6.314 3.296
H 1.575 4.591 5.070
H 0.739 2.334 4.555
H -0.525 -0.815 4.285
H -2.061 -0.800 6.192
H -3.889 0.857 6.318
H -4.137 2.564 4.541
H -2.553 2.614 2.664
H 2.430 1.140 3.542
H 3.922 -0.674 4.222
H 3.432 -3.007 3.573
H 1.369 -3.519 2.303
H -0.126 -1.686 1.612
H 0.492 5.963 -1.348
H 2.500 6.660 -2.640
H 4.319 5.040 -3.068
H 4.140 2.717 -2.269
H 2.586 1.723 -3.740
H 3.303 0.129 -5.454
H 3.495 -2.277 -4.920
H 2.913 -3.088 -2.660
H 2.118 -1.499 -0.933
H 4.308 -0.509 -0.776
H 6.341 -0.456 0.554
H 6.602 1.173 2.395
H 4.819 2.837 2.826
H 2.791 2.843 1.467
C -0.360 2.579 -3.742
P -1.019 1.156 -2.806
C -0.649 -0.301 -3.833
C -2.809 1.294 -3.037
C -3.336 1.342 -4.330
C -4.704 1.445 -4.517
C -5.557 1.494 -3.419
C -5.039 1.456 -2.136
C -3.658 1.364 -1.941
P -2.978 1.537 -0.276
C -3.924 0.384 0.756
C -3.614 3.178 0.139
H -0.075 2.252 -4.743
H 0.504 3.033 -3.268
H -1.146 3.329 -3.827
H -0.878 -0.048 -4.868
H -1.297 -1.121 -3.522
H 0.396 -0.600 -3.773
H -2.688 1.314 -5.198
H -5.108 1.489 -5.520
H -6.625 1.578 -3.566
H -5.720 1.507 -1.295
H -4.967 0.702 0.739
H -3.575 0.385 1.786
H -3.853 -0.620 0.341
H -4.698 3.111 0.030
H -3.229 3.912 -0.557
H -3.381 3.509 1.147
C -4.359 -3.561 -0.924
C -4.699 -3.538 0.565
C -3.572 -4.016 1.479
C -2.348 -3.100 1.505
N -1.357 -3.468 0.471
C -0.807 -2.713 -0.449
S -1.387 -1.019 -0.651
N 0.048 -3.176 -1.324
C 0.418 -4.602 -1.463
C 1.509 -5.045 -0.494
C 2.013 -6.444 -0.841
C 3.156 -6.887 0.063
H -5.232 -3.304 -1.523
H -4.026 -4.554 -1.236
H -3.574 -2.841 -1.183
H -5.560 -4.182 0.738
H -5.013 -2.534 0.869
H -3.259 -5.022 1.180
H -3.943 -4.099 2.500
H -1.841 -3.160 2.470
H -2.636 -2.058 1.345
H -1.088 -4.446 0.472
H 0.405 -2.533 -2.019
H 0.753 -4.728 -2.491
H -0.481 -5.214 -1.354
H 1.137 -5.041 0.536
H 2.341 -4.333 -0.531
H 2.337 -6.465 -1.886
H 1.188 -7.159 -0.774
H 4.040 -6.264 -0.084
H 3.443 -7.914 -0.154
H 2.879 -6.827 1.117
*
```

---

Entry 2:
The following is a DFT calculation (ωB97M-V/def2-TZVPD) of a molecular structure, C55H66IrN3O5P in a non-equilibrium geometry.

As for the relative energy (zero: lowest compared OMol25 entry of this formula, charge and spin): 69.0 kcal per mole. The HOMO energy (alpha / beta) is -6.9 / -6.8 eV. As for the expectation value of S²: 0.77. The max |F| comes out at 1.0 eV/A.

ORCA input file:
```
! wB97M-V def2-TZVPD RIJCOSX def2/J DEFGRID3
* xyz 0 2
Ir 0.807 -1.152 -0.161
C -3.038 1.489 5.607
C -2.594 1.994 4.235
C -3.758 1.776 3.253
C -2.282 3.491 4.333
C -1.376 1.232 3.710
C -0.934 1.447 2.421
C 0.019 0.594 1.885
N 0.531 0.626 0.591
C 1.433 1.542 0.046
C 1.128 2.875 -0.211
C 2.028 3.669 -0.887
C 3.294 3.117 -1.146
C 3.665 1.809 -0.865
C 2.664 0.945 -0.352
O 2.767 -0.345 -0.196
C 5.123 1.400 -1.151
C 5.515 1.766 -2.590
C 5.419 -0.092 -0.951
C 6.021 2.178 -0.174
C 1.591 5.040 -1.411
C 2.702 5.743 -2.189
C 0.402 4.835 -2.364
C 1.159 5.940 -0.246
C 0.520 -0.535 2.554
O 1.199 -1.414 1.831
C 0.265 -0.617 3.942
C -0.694 0.257 4.454
C 0.954 -1.582 4.926
C 1.878 -0.746 5.824
C 1.811 -2.659 4.249
C -0.089 -2.295 5.803
H -3.974 1.976 5.888
H -3.211 0.410 5.595
H -2.301 1.715 6.382
H -4.678 2.218 3.647
H -3.555 2.226 2.279
H -3.926 0.708 3.095
H -3.160 4.044 4.682
H -1.466 3.669 5.037
H -1.988 3.899 3.363
H -1.352 2.234 1.805
H 0.152 3.254 0.073
H 4.036 3.755 -1.608
H 4.844 1.295 -3.313
H 5.492 2.842 -2.768
H 6.530 1.419 -2.796
H 4.849 -0.722 -1.633
H 6.485 -0.257 -1.133
H 5.183 -0.419 0.060
H 5.883 3.256 -0.277
H 5.785 1.902 0.856
H 7.073 1.945 -0.360
H 3.022 5.151 -3.050
H 2.333 6.700 -2.562
H 3.574 5.944 -1.560
H 0.668 4.135 -3.160
H -0.469 4.433 -1.843
H 0.114 5.785 -2.825
H 1.982 6.082 0.457
H 0.849 6.921 -0.616
H 0.319 5.508 0.302
H -0.935 0.160 5.506
H 2.689 -0.312 5.234
H 1.335 0.070 6.306
H 2.320 -1.376 6.602
H 2.546 -2.225 3.576
H 2.335 -3.224 5.025
H 1.200 -3.350 3.665
H -0.542 -1.623 6.535
H -0.888 -2.710 5.187
H 0.384 -3.112 6.353
C 2.110 -5.496 -1.483
O 2.596 -4.461 -2.354
C 2.289 -3.200 -2.036
O 1.618 -2.972 -1.025
N 2.829 -2.379 -2.941
N 2.708 -0.999 -2.916
H 2.536 -6.415 -1.870
H 1.026 -5.540 -1.516
H 2.440 -5.320 -0.462
H 3.230 -2.842 -3.743
H 1.969 -0.679 -3.529
H 3.598 -0.567 -3.106
O 0.100 -0.803 -2.126
P -1.434 -1.202 -2.154
C -1.471 -0.929 -4.038
C -1.377 0.383 -4.524
C -1.098 0.648 -5.857
C -0.895 -0.399 -6.748
C -0.984 -1.704 -6.293
C -1.258 -1.963 -4.952
C -2.685 0.116 -1.827
C -2.297 1.264 -1.147
C -3.202 2.295 -0.920
C -4.509 2.190 -1.362
C -4.901 1.062 -2.074
C -3.991 0.046 -2.319
C -2.052 -2.949 -2.242
C -1.284 -3.980 -1.698
C -1.779 -5.276 -1.632
C -3.050 -5.565 -2.102
C -3.817 -4.554 -2.661
C -3.318 -3.260 -2.737
H -1.519 1.217 -3.845
H -1.037 1.674 -6.201
H -0.659 -0.196 -7.785
H -0.836 -2.530 -6.979
H -1.307 -2.994 -4.624
H -1.277 1.355 -0.820
H -2.883 3.194 -0.402
H -5.216 2.988 -1.175
H -5.910 0.988 -2.460
H -4.302 -0.795 -2.922
H -0.310 -3.756 -1.294
H -1.176 -6.062 -1.190
H -3.442 -6.573 -2.039
H -4.807 -4.772 -3.044
H -3.918 -2.498 -3.211
C -1.072 -1.577 -0.195
C -1.920 -2.144 0.841
C -3.308 -1.949 0.818
C -4.118 -2.497 1.796
C -3.557 -3.267 2.808
C -2.187 -3.491 2.834
C -1.375 -2.933 1.860
H -3.746 -1.342 0.035
H -5.186 -2.325 1.766
H -4.189 -3.701 3.574
H -1.749 -4.106 3.609
H -0.308 -3.114 1.860
*
```

---

Entry 3:
The following is a DFT calculation (ωB97M-V/def2-TZVPD) of a molecular structure, C55H68BN6P3S5Ti.

As for the relative energy (zero: lowest compared OMol25 entry of this formula, charge and spin): 20.0 kcal per mole. The HOMO energy is -12.4 eV. The max |F| comes out at 0.9 eV/A.

ORCA input file:
```
! wB97M-V def2-TZVPD RIJCOSX def2/J DEFGRID3
* xyz 2 1
Ti 0.455 0.532 0.110
C 2.680 -3.293 2.962
C 1.192 -3.327 2.783
C 0.359 -3.812 3.731
C -1.048 -3.728 3.573
N -1.570 -3.396 2.424
N -0.734 -2.972 1.444
B -1.469 -2.720 0.117
N -2.888 -2.168 0.161
N -3.801 -3.157 0.334
C -5.065 -2.863 0.238
C -5.475 -1.521 0.012
C -4.573 -0.535 -0.195
C -4.999 0.861 -0.539
C -3.181 -0.884 -0.142
S -2.049 0.289 -0.612
C -6.060 -4.027 0.244
C -5.771 -4.981 1.402
C -7.503 -3.531 0.361
C -5.891 -4.778 -1.087
N -0.708 -2.483 -1.170
N -1.209 -3.731 -1.046
C -1.110 -4.648 -1.963
C -0.514 -4.206 -3.179
C -0.046 -2.940 -3.355
C 0.517 -2.489 -4.663
C -0.090 -1.999 -2.245
S 0.611 -0.473 -2.300
C -1.570 -6.064 -1.719
C -2.084 -6.240 -0.291
C -2.672 -6.408 -2.733
C -0.352 -6.980 -1.938
C 0.588 -2.754 1.629
S 1.518 -1.775 0.575
C -1.945 -3.958 4.778
C -1.578 -2.871 5.809
C -3.416 -3.822 4.415
C -1.687 -5.351 5.366
H 2.980 -3.934 3.791
H 3.006 -2.272 3.175
H 3.193 -3.612 2.056
H 0.769 -4.232 4.643
H -6.531 -1.288 -0.050
H -6.070 0.984 -0.376
H -4.777 1.072 -1.589
H -4.449 1.600 0.046
H -5.972 -4.499 2.360
H -4.731 -5.310 1.387
H -6.417 -5.859 1.320
H -7.651 -2.919 1.255
H -8.166 -4.394 0.441
H -7.820 -2.962 -0.517
H -4.899 -5.232 -1.145
H -6.023 -4.111 -1.944
H -6.636 -5.573 -1.160
H -0.447 -4.911 -4.000
H 0.512 -3.293 -5.396
H 1.535 -2.118 -4.534
H -0.069 -1.650 -5.046
H -2.884 -5.538 -0.050
H -1.277 -6.104 0.438
H -2.469 -7.255 -0.175
H -3.546 -5.763 -2.610
H -2.985 -7.442 -2.579
H -2.319 -6.318 -3.763
H 0.474 -6.714 -1.272
H 0.008 -6.944 -2.969
H -0.643 -8.010 -1.723
H -1.710 -1.871 5.384
H -0.543 -2.963 6.149
H -2.227 -2.967 6.683
H -3.621 -2.866 3.926
H -4.018 -3.890 5.324
H -3.714 -4.620 3.741
H -0.657 -5.474 5.711
H -1.905 -6.135 4.635
H -2.340 -5.505 6.229
S 0.410 2.533 -1.430
P 0.278 3.481 0.353
C 0.260 2.067 1.339
P -0.543 1.626 2.800
S -0.855 -0.324 2.485
C -2.044 2.530 3.187
C -3.279 1.994 2.836
C -4.438 2.721 3.077
C -4.361 3.976 3.669
C -3.128 4.506 4.032
C -1.968 3.784 3.795
C 0.505 1.791 4.261
C -0.051 1.760 5.539
C 0.781 1.710 6.650
C 2.160 1.693 6.488
C 2.715 1.724 5.215
C 1.889 1.768 4.101
C -1.041 4.703 0.146
C -2.355 4.532 0.568
C -3.308 5.498 0.265
C -2.957 6.618 -0.471
C -1.650 6.777 -0.919
C -0.691 5.827 -0.610
C 1.712 4.473 0.823
C 1.776 4.872 2.160
C 2.843 5.636 2.605
C 3.848 6.005 1.716
C 3.781 5.618 0.386
C 2.711 4.853 -0.063
H -3.318 1.007 2.389
H -5.404 2.307 2.807
H -5.267 4.538 3.863
H -3.073 5.481 4.502
H -1.008 4.189 4.097
H -1.127 1.772 5.668
H 0.352 1.689 7.644
H 2.804 1.663 7.358
H 3.792 1.721 5.094
H 2.302 1.799 3.103
H -2.644 3.647 1.110
H -4.328 5.370 0.606
H -3.703 7.369 -0.705
H -1.379 7.645 -1.508
H 0.328 5.962 -0.955
H 0.991 4.580 2.851
H 2.894 5.946 3.641
H 4.684 6.601 2.063
H 4.560 5.918 -0.306
H 2.646 4.568 -1.107
C 3.573 1.699 -1.843
P 3.083 0.721 -0.390
C 3.988 1.489 0.990
C 4.101 -0.763 -0.707
H 4.660 1.744 -1.889
H 3.160 2.697 -1.805
H 3.194 1.211 -2.742
H 5.043 1.587 0.731
H 3.896 0.848 1.867
H 3.573 2.470 1.219
H 5.092 -0.430 -1.018
H 3.658 -1.364 -1.502
H 4.191 -1.375 0.187
*
```